C16H32BrHgO5Si as an isolated structure, computed with ωB97M-V/def2-TZVPD.

Each line ends with the natural charge from an NBO analysis.
Element x y z (Å)
Hg  0.304  -0.326  2.532  0.01
O  -2.959  0.793  -1.277  -0.68
C  -2.114  1.058  -0.255  0.77
O  -2.319  0.774  0.884  -0.55
C  -0.902  1.759  -0.809  -0.20
O  0.005  2.021  0.254  -0.43
C  1.218  2.422  -0.131  -0.03
C  2.183  0.867  -0.809  0.87
O  2.109  0.992  -1.998  -0.56
O  2.530  0.247  0.142  -0.53
H  -3.711  0.323  -0.883  0.50
H  -1.218  2.691  -1.283  0.22
H  -0.434  1.132  -1.570  0.24
H  1.832  2.708  0.715  0.21
H  1.256  3.060  -1.011  0.18
C  -0.056  -5.355  -2.936  -0.61
C  -0.933  -5.559  -1.691  -0.60
C  -1.234  -7.063  -1.552  -0.61
C  -2.257  -4.832  -1.985  -0.61
Si  -0.062  -4.888  -0.128  1.97
Br  -0.152  -2.633  -0.307  -0.39
C  1.805  -5.281  -0.062  -0.60
C  2.396  -4.926  1.311  -0.61
C  2.058  -6.779  -0.319  -0.61
C  2.614  -4.468  -1.089  -0.61
C  -0.995  -5.285  1.490  -0.60
C  -0.733  -6.738  1.929  -0.61
C  -2.510  -5.109  1.303  -0.61
C  -0.594  -4.349  2.642  -0.61
H  -0.628  -5.670  -3.817  0.21
H  0.859  -5.944  -2.918  0.21
H  0.214  -4.306  -3.077  0.22
H  -1.660  -7.425  -2.496  0.21
H  -1.965  -7.270  -0.770  0.21
H  -0.346  -7.663  -1.345  0.21
H  -2.685  -5.262  -2.898  0.20
H  -2.102  -3.767  -2.158  0.22
H  -2.997  -4.940  -1.196  0.21
H  2.008  -5.545  2.119  0.20
H  2.229  -3.878  1.569  0.22
H  3.479  -5.086  1.270  0.21
H  1.513  -7.428  0.370  0.21
H  3.126  -6.980  -0.180  0.21
H  1.803  -7.082  -1.334  0.21
H  2.564  -3.399  -0.882  0.23
H  2.299  -4.624  -2.117  0.21
H  3.664  -4.775  -1.015  0.20
H  -1.015  -7.472  1.172  0.21
H  -1.332  -6.946  2.824  0.21
H  0.310  -6.915  2.192  0.21
H  -2.941  -5.841  0.621  0.20
H  -2.765  -4.110  0.945  0.22
H  -2.996  -5.245  2.276  0.21
H  0.453  -4.425  2.923  0.22
H  -1.190  -4.617  3.523  0.20
H  -0.801  -3.305  2.409  0.23

Computed properties:
2S+1: 2
<S²>: 0.75
HOMO (spin up / spin down): -0.307 / -0.307 Eh

***

C16H28F12KN2O14S4 as an isolated structure, computed with ωB97M-V/def2-TZVPD.

Each line ends with the Mulliken charge.
Element x y z (Å)
K  0.594  -1.188  -0.944  0.99
C  -0.913  9.108  7.312  0.70
F  0.316  8.724  6.873  -0.21
F  -1.152  8.474  8.480  -0.24
F  -0.989  10.416  7.491  -0.22
S  -2.329  8.573  6.146  1.00
O  -3.130  7.518  6.863  -0.57
O  -3.070  9.776  5.860  -0.67
N  -1.452  8.159  4.681  -0.47
S  -1.166  6.650  4.818  1.05
O  -0.482  6.315  6.063  -0.65
O  -2.316  5.711  4.486  -0.66
C  0.240  6.181  3.482  0.58
F  -0.087  6.838  2.384  -0.23
F  1.483  6.528  3.966  -0.22
F  0.175  4.889  3.271  -0.20
C  2.165  -3.072  -7.124  0.68
F  1.660  -1.856  -7.244  -0.22
F  2.468  -3.584  -8.316  -0.24
F  3.351  -2.982  -6.477  -0.25
S  0.962  -4.388  -6.183  0.95
O  -0.217  -3.592  -5.807  -0.66
O  0.772  -5.457  -7.206  -0.55
N  1.867  -4.709  -4.711  -0.45
S  2.572  -6.003  -5.214  1.05
O  1.735  -7.225  -4.953  -0.67
O  3.235  -5.957  -6.480  -0.60
C  4.024  -6.053  -3.925  0.62
F  4.725  -4.892  -4.123  -0.23
F  3.607  -6.462  -2.743  -0.21
F  4.867  -6.940  -4.319  -0.23
C  -5.904  -4.234  -4.474  -0.76
O  -5.709  -2.924  -3.877  -0.33
C  -5.443  -3.077  -2.503  -0.58
C  -5.413  -1.758  -1.771  -0.57
O  -4.216  -1.049  -1.951  -0.22
C  -4.443  0.223  -1.507  -0.65
C  -4.034  1.215  -2.666  -0.46
O  -2.748  1.011  -2.953  -0.24
C  -2.070  2.105  -3.601  -0.88
H  -5.279  -4.953  -3.944  0.33
H  -5.713  -4.230  -5.547  0.25
H  -6.926  -4.560  -4.282  0.29
H  -4.451  -3.507  -2.366  0.30
H  -6.178  -3.780  -2.110  0.41
H  -5.417  -1.997  -0.708  0.34
H  -6.259  -1.146  -2.084  0.41
H  -3.747  0.434  -0.695  0.26
H  -5.400  0.481  -1.053  0.45
H  -4.233  2.245  -2.370  0.42
H  -4.621  0.943  -3.543  0.29
H  -1.902  3.063  -3.109  0.34
H  -2.679  2.414  -4.450  0.34
H  -1.100  1.816  -4.006  0.26
C  0.736  -3.489  4.436  -0.75
O  0.882  -2.425  3.471  -0.32
C  1.211  -1.162  3.977  -0.72
C  2.685  -1.026  4.169  -0.27
O  3.482  -0.975  2.985  -0.25
C  4.825  -0.492  3.262  -0.63
C  5.562  -0.065  2.017  -0.51
O  5.226  1.227  1.494  -0.29
C  5.887  1.537  0.288  -0.65
H  0.935  -4.435  3.932  0.23
H  -0.315  -3.346  4.685  0.32
H  1.493  -3.451  5.220  0.30
H  0.728  -1.236  4.952  0.43
H  0.837  -0.343  3.363  0.33
H  3.166  -1.782  4.790  0.27
H  2.658  -0.091  4.729  0.32
H  5.463  -1.158  3.843  0.37
H  4.757  0.397  3.889  0.36
H  5.463  -0.842  1.260  0.36
H  6.563  0.051  2.433  0.32
H  6.930  1.781  0.491  0.27
H  5.485  2.433  -0.185  0.23
H  5.711  0.659  -0.334  0.29

Computed properties:
total charge: -1
HOMO: -0.242 Eh

***

A 2-piece molecular cluster, C4H6N2 overall, computed with ωB97M-V/def2-TZVPD.

Each line ends with the natural charge from an NBO analysis.
Element x y z (Å)
C  -0.613  -0.017  0.073  0.00
C  0.464  0.645  -0.269  -0.07
C  -0.696  1.438  -0.051  0.28
C  -1.535  -1.092  0.374  -0.67
N  -1.571  2.285  0.043  -0.68
N  3.293  0.022  0.200  -0.63
H  -1.137  -2.064  0.218  0.25
H  -2.419  -0.693  -0.252  0.26
H  -1.938  -1.125  1.360  0.25
H  -1.419  3.301  -0.012  0.39
H  3.452  -0.954  -0.143  0.31
H  2.573  0.567  -0.102  0.32

Computed properties:
HOMO (spin up / spin down): -0.364 / -0.307 Eh

***

C4H9P as an isolated structure, computed with ωB97M-V/def2-TZVPD.

Each line ends with the natural charge from an NBO analysis.
Element x y z (Å)
C  0.631  0.240  -0.280  -0.40
C  -0.761  -0.162  0.227  -0.47
C  2.023  0.173  0.304  -0.62
C  -1.782  -0.651  -0.781  -0.63
P  -0.510  1.601  0.413  0.43
H  0.608  0.288  -1.368  0.22
H  -0.932  -0.894  1.370  0.22
H  2.620  -0.631  -0.055  0.21
H  1.822  -0.189  1.265  0.21
H  2.550  1.146  0.291  0.22
H  -1.487  -0.527  -1.928  0.21
H  -2.888  -0.217  -0.635  0.22
H  -1.867  -1.682  -0.542  0.22
H  -0.027  1.506  1.718  -0.05

Computed properties:
HOMO: -0.332 Eh

***

C13H15B11Br7Cl3CrGeN2 as an isolated structure, computed with ωB97M-V/def2-TZVPD.

Each line ends with the Löwdin spin population.
Element x y z (Å)
Cr  0.845  -1.044  -1.521  1.00
Br  -4.138  4.084  -4.774  0.05
C  -3.005  2.817  -4.140  0.03
C  -3.003  1.524  -4.737  0.01
C  -2.154  0.575  -4.268  0.00
C  -1.275  0.879  -3.178  0.03
C  -1.290  2.179  -2.588  0.00
C  -2.136  3.132  -3.059  0.01
N  -0.421  -0.046  -2.695  -0.05
C  -0.166  -1.275  -3.013  -0.06
C  1.263  -2.902  -1.844  -0.03
C  1.221  -4.163  -2.391  0.01
C  2.052  -5.071  -1.741  0.00
C  2.831  -4.680  -0.648  0.03
C  2.784  -3.378  -0.184  -0.01
N  1.964  -2.532  -0.827  0.00
H  -3.678  1.315  -5.556  0.00
H  -2.149  -0.411  -4.714  0.00
H  -0.619  2.394  -1.769  0.00
H  -2.160  4.125  -2.630  0.00
H  -0.491  -1.896  -3.841  0.00
H  0.614  -4.441  -3.240  0.00
H  2.095  -6.096  -2.090  0.00
H  3.475  -5.395  -0.155  0.00
H  3.358  -3.018  0.654  0.00
Br  1.526  1.153  -0.093  0.00
B  0.391  1.044  1.743  0.00
B  -0.182  2.524  2.395  0.00
C  -1.692  1.986  2.971  0.00
B  -1.262  1.447  1.427  0.00
B  -2.157  0.394  2.558  0.00
B  -1.626  0.811  4.199  0.00
B  -0.420  2.115  4.114  0.00
B  1.030  1.501  3.264  0.00
Br  2.845  2.101  3.494  0.00
B  0.103  0.432  4.404  0.00
Br  0.877  -0.159  6.053  0.00
B  -0.987  -0.652  3.419  0.00
Br  -1.430  -2.459  3.916  0.00
B  -0.747  -0.231  1.713  0.00
Br  -0.830  -1.646  0.297  -0.02
B  0.680  -0.247  2.841  0.00
Br  2.078  -1.558  2.711  0.00
H  0.021  3.621  2.016  0.00
H  -2.481  2.722  3.030  0.00
H  -1.752  1.837  0.424  0.00
H  -3.274  0.111  2.318  0.00
H  -2.421  0.807  5.066  0.00
H  -0.412  2.981  4.908  0.00
Cl  3.057  -0.287  -2.584  0.00
Ge  3.811  0.801  -0.815  0.00
Cl  4.808  -0.439  0.498  0.00
Cl  4.630  2.615  -1.338  0.00

Computed properties:
2S+1: 2
<S²>: 0.80
total charge: +3
HOMO (spin up / spin down): -0.594 / -0.594 Eh

***

A 2-piece molecular cluster, C7H5Br2F2NOS overall, computed with ωB97M-V/def2-TZVPD.

Each line ends with the natural charge from an NBO analysis.
Element x y z (Å)
C  1.195  0.131  -0.670  -0.17
C  1.425  -0.221  0.634  -0.23
C  0.087  0.858  -0.991  -0.22
C  0.472  0.107  1.563  0.03
C  -0.740  1.322  0.020  -0.13
C  -4.244  -0.166  0.074  -0.36
C  -3.421  -0.057  -1.162  0.68
N  -0.577  0.907  1.300  -0.39
O  -2.708  2.453  1.183  -0.81
F  -2.457  -0.990  -1.273  -0.31
F  -3.969  0.205  -2.414  -0.32
S  -2.168  2.249  -0.150  1.08
Br  -5.366  1.309  0.422  0.17
Br  -5.391  -2.055  -0.012  -0.13
H  1.885  -0.207  -1.389  0.22
H  2.323  -0.787  0.876  0.23
H  -0.176  1.088  -2.002  0.22
H  0.633  0.090  2.605  0.20
H  -3.695  -0.493  0.848  0.22

Computed properties:
HOMO (spin up / spin down): -0.319 / -0.335 Eh

***

What did we get for energy above the lowest of the compared OMol25 structures with the same formula, charge and spin? Answer: 4.4, 194.0, 177.1, 29.6, 0.0, 5.0 kcal/mol, in the order shown.